# 1
DFT (the ωB97M-V functional and the def2-TZVPD basis) results for C5H11NO2 in the gas phase in a non-equilibrium geometry.

Results
Total charge: 0
Gap between HOMO and LUMO, Ha: 0.3799
Relative energy (zero: lowest compared OMol25 entry of this formula, charge and spin), eV: 1.0818
Maximum force, eV/Å: 1.683
LUMO energy, eV: 0.82
SMILES: C[C@H](O)CCNC=O
Total energy, eV: -10948.1851

Geometry as XYZ:
```
19
Properties=species:S:1:pos:R:3:forces:R:3:nbo_charge:R:1
C 1.284 2.244 -0.103 0.7 -0.2 -0.6 -0.63
C 0.756 0.832 -0.244 -0.8 -0.3 -0.2 0.10
O 0.919 0.326 -1.567 -0.1 0.2 -0.1 -0.71
C -0.702 0.693 0.222 0.0 -0.5 0.3 -0.43
C -1.044 -0.681 0.872 1.0 0.3 -0.1 -0.21
N -0.194 -1.809 0.500 -1.4 0.9 -0.3 -0.63
C -0.705 -2.821 -0.259 1.5 -0.2 0.7 0.53
O -0.144 -3.890 -0.348 -0.4 -0.1 -0.6 -0.59
H 0.844 2.937 -0.821 -0.7 0.1 0.3 0.21
H 2.320 2.265 -0.439 0.3 -0.2 0.4 0.22
H 1.218 2.576 0.931 -0.1 0.3 -0.1 0.21
H 1.332 0.140 0.360 0.5 0.2 0.2 0.16
H 0.260 0.748 -2.137 0.2 -0.1 0.1 0.46
H -0.889 1.425 1.008 -0.1 0.2 -0.2 0.21
H -1.375 0.883 -0.610 -0.1 0.2 -0.2 0.20
H -2.062 -0.990 0.678 -0.3 0.2 0.0 0.20
H -0.947 -0.528 1.944 -0.1 -0.2 0.2 0.19
H 0.768 -1.801 0.782 0.1 -0.5 0.1 0.40
H -1.639 -2.549 -0.769 -0.2 -0.2 0.1 0.11
```
Positions in Å, forces in eV/Å.

---

# 2
DFT (the ωB97M-V functional and the def2-TZVPD basis) results for 2 unconnected molecules or ions with the total composition C5H11NO2 in a non-equilibrium geometry.

Results
Total charge: 0
Gap between HOMO and LUMO, Ha: 0.3846
Relative energy (zero: lowest compared OMol25 entry of this formula, charge and spin), eV: 1.8593
Maximum force, eV/Å: 4.475
LUMO energy, eV: 0.85
SMILES: C=CCCC(N)=O.O
Total energy, eV: -10947.4077

Geometry as XYZ:
```
19
Properties=species:S:1:pos:R:3:forces:R:3:nbo_charge:R:1
C -0.609 1.942 -0.846 -2.8 -0.5 0.3 -0.36
C 0.470 1.646 -0.138 -0.5 0.6 0.1 -0.24
C 0.189 0.799 1.065 -2.1 0.4 2.2 -0.44
C 0.992 -0.483 1.174 -0.5 -0.7 0.4 -0.50
C 0.608 -1.425 0.049 2.3 -0.8 -3.8 0.72
N 1.660 -1.507 -0.920 -1.9 -0.8 1.3 -0.84
O -0.364 -2.113 -0.265 0.1 0.9 2.0 -0.64
H -0.878 2.326 -1.811 1.3 0.9 -0.5 0.21
H -1.630 1.676 -0.422 1.5 -0.3 -0.3 0.21
H 1.453 2.103 -0.310 -0.2 -0.7 -0.2 0.21
H 0.185 1.370 2.046 0.8 -0.5 -1.0 0.22
H -0.913 0.510 1.048 1.3 0.2 -0.3 0.24
H 2.054 -0.252 1.038 -0.1 -0.3 0.3 0.22
H 0.815 -1.020 2.135 0.2 0.6 -0.6 0.25
H 2.311 -0.774 -1.047 0.6 0.6 0.0 0.38
H 1.376 -2.051 -1.730 0.2 0.4 0.1 0.40
O -2.647 -0.610 -0.582 -0.4 -0.9 1.0 -0.99
H -1.776 -1.116 -0.554 -1.7 0.3 0.3 0.50
H -3.297 -1.021 0.069 1.7 0.6 -1.4 0.47
```
Positions in Å, forces in eV/Å.

---

# 3
DFT (the ωB97M-V functional and the def2-TZVPD basis) results for 2 unconnected molecules or ions with the total composition C5H11NO2 in a non-equilibrium geometry.

Results
Total charge: 0
Gap between HOMO and LUMO, Ha: 0.3498
Relative energy (zero: lowest compared OMol25 entry of this formula, charge and spin), eV: 2.0195
Maximum force, eV/Å: 1.400
LUMO energy, eV: 0.72
SMILES: C/N=C/O.C=C(C)O
Total energy, eV: -10947.2475

Geometry as XYZ:
```
19
Properties=species:S:1:pos:R:3:forces:R:3:nbo_charge:R:1
C -1.306 0.004 2.070 -0.3 0.3 -0.1 -0.42
N -0.291 -0.809 1.479 1.1 -0.3 -0.3 -0.49
C 0.879 -0.360 1.356 -0.8 0.0 1.1 0.41
O 1.867 -1.175 0.947 0.2 -0.2 -0.3 -0.67
H -0.978 1.026 2.316 0.0 -0.1 0.0 0.16
H -1.670 -0.487 2.974 0.0 0.1 0.0 0.20
H -2.138 0.069 1.368 -0.1 0.1 0.1 0.21
H 1.191 0.642 1.711 -0.1 -0.2 -0.3 0.12
H 2.686 -0.683 0.821 -0.1 0.1 0.0 0.48
C 1.087 0.937 -1.421 -0.5 0.0 -0.4 -0.59
C -0.141 0.405 -1.401 0.7 0.2 -0.4 0.38
C -0.458 -1.012 -1.745 -0.1 0.2 0.2 -0.68
O -1.251 1.127 -1.088 -0.2 -0.1 0.2 -0.68
H 1.247 1.990 -1.241 0.0 0.2 0.2 0.19
H 1.918 0.378 -1.809 0.1 -0.2 0.1 0.21
H -1.287 -1.037 -2.451 0.0 0.0 -0.1 0.22
H -0.760 -1.539 -0.841 -0.1 0.0 0.1 0.25
H 0.411 -1.515 -2.155 0.0 0.0 -0.1 0.22
H -1.004 2.039 -0.892 0.0 -0.1 0.0 0.48
```
Positions in Å, forces in eV/Å.

---

# 4
DFT (the ωB97M-V functional and the def2-TZVPD basis) results for C5H11NO2 in the gas phase in a non-equilibrium geometry.

Results
Total charge: 0
Gap between HOMO and LUMO, Ha: 0.3839
Relative energy (zero: lowest compared OMol25 entry of this formula, charge and spin), eV: 0.6666
Maximum force, eV/Å: 2.688
LUMO energy, eV: 0.72
SMILES: CCCCNC(=O)O
Total energy, eV: -10948.6003

Geometry as XYZ:
```
19
Properties=species:S:1:pos:R:3:forces:R:3:nbo_charge:R:1
C 2.936 1.781 0.559 -0.7 -1.1 0.7 -0.61
C 1.478 1.983 1.019 0.2 2.3 -0.9 -0.40
C 0.405 1.171 0.311 -1.1 0.0 0.0 -0.40
C 0.178 -0.279 0.770 0.3 0.2 0.8 -0.24
N -1.182 -0.793 0.526 1.4 1.1 -1.5 -0.66
C -1.502 -1.302 -0.732 -0.3 -2.1 1.7 0.87
O -2.337 -2.169 -0.809 -0.3 0.4 -0.7 -0.62
O -0.726 -0.971 -1.785 -0.2 1.0 0.5 -0.67
H 3.648 2.225 1.235 0.2 0.1 0.5 0.22
H 3.171 2.222 -0.407 -0.4 -0.2 -0.2 0.21
H 3.094 0.690 0.541 0.5 0.4 -0.2 0.20
H 1.268 1.954 2.087 0.6 -0.7 0.3 0.21
H 1.257 3.086 0.867 0.0 -1.1 -0.3 0.20
H 0.515 1.094 -0.777 0.5 0.8 0.0 0.16
H -0.518 1.739 0.496 -0.1 -0.4 -0.2 0.22
H 0.939 -0.916 0.305 -0.2 -0.1 -0.1 0.19
H 0.405 -0.331 1.838 -0.4 -0.1 0.1 0.21
H -1.717 -1.188 1.277 0.0 -0.1 0.0 0.42
H -0.344 -0.099 -1.580 0.1 -0.3 -0.4 0.48
```
Positions in Å, forces in eV/Å.

---

# 5
DFT (the ωB97M-V functional and the def2-TZVPD basis) results for C5H11NO2 in the gas phase in a non-equilibrium geometry.

Results
Total charge: 0
Gap between HOMO and LUMO, Ha: 0.3756
Relative energy (zero: lowest compared OMol25 entry of this formula, charge and spin), eV: 4.1601
Maximum force, eV/Å: 1.083
LUMO energy, eV: 0.85
SMILES: C=CC(C)(C)N(O)O
Total energy, eV: -10945.1068

Geometry as XYZ:
```
19
Properties=species:S:1:pos:R:3:forces:R:3:nbo_charge:R:1
C -1.147 -2.184 -0.149 0.0 -0.1 0.0 -0.38
C -0.201 -1.332 -0.497 0.0 0.1 0.0 -0.17
C 0.010 0.054 0.061 0.2 0.1 0.5 0.03
C -1.149 0.529 0.935 0.2 0.0 -0.1 -0.62
C 1.322 0.078 0.864 -0.1 0.2 -0.2 -0.64
N 0.047 0.962 -1.105 -0.7 0.6 -0.6 0.10
O 0.291 2.287 -0.652 0.3 -0.2 0.2 -0.61
O 1.047 0.642 -2.014 0.2 -0.2 -0.2 -0.56
H -1.903 -1.959 0.582 -0.2 0.1 0.2 0.19
H -1.197 -3.164 -0.591 0.0 -0.2 -0.1 0.20
H 0.529 -1.622 -1.237 0.1 -0.1 -0.1 0.21
H -0.962 1.545 1.273 0.0 0.0 0.0 0.23
H -1.245 -0.115 1.805 0.0 -0.1 0.1 0.21
H -2.074 0.511 0.365 -0.1 0.0 0.0 0.22
H 2.140 -0.371 0.302 0.1 0.0 0.0 0.20
H 1.196 -0.492 1.781 0.0 -0.1 0.0 0.23
H 1.578 1.106 1.118 0.1 0.0 0.0 0.23
H -0.199 2.859 -1.259 0.0 -0.4 0.0 0.48
H 1.918 0.668 -1.581 -0.1 0.1 0.2 0.44
```
Positions in Å, forces in eV/Å.

---

# 6
DFT (the ωB97M-V functional and the def2-TZVPD basis) results for 2 unconnected molecules or ions with the total composition C5H11NO2 in a non-equilibrium geometry.

Results
Total charge: +1
Gap between HOMO and LUMO (alpha / beta), Ha: 0.4091 / 0.2204
Relative energy (zero: lowest compared OMol25 entry of this formula, charge and spin), eV: 2.3258
Spin multiplicity: 2
Maximum force, eV/Å: 3.403
LUMO energy (alpha / beta), eV: -3.62 / -8.69
Total energy, eV: -10938.1509

Geometry as XYZ:
```
19
Properties=species:S:1:pos:R:3:forces:R:3:lowdin_spin:R:1
N 1.466 1.047 0.049 -1.1 -0.3 3.2 0.57
C 0.415 1.981 0.351 -1.9 -0.4 -0.9 0.08
C -0.801 1.177 0.979 2.1 -0.6 -0.4 0.03
C -0.508 -0.271 0.510 0.0 -0.3 0.1 0.01
C 0.969 -0.353 0.162 1.7 2.1 -0.9 0.08
C 1.272 -0.914 -1.245 0.6 -1.3 -1.8 0.05
O 1.838 -1.937 -1.465 -0.2 0.2 0.8 0.07
H 2.308 1.239 0.601 0.5 -0.1 -0.9 0.02
H 0.648 2.861 0.912 0.9 0.4 0.3 0.01
H 0.009 2.338 -0.613 0.3 0.1 0.0 0.04
H -1.650 1.637 0.472 -0.5 -0.4 1.1 0.00
H -0.731 1.087 2.070 -0.6 1.1 -0.2 0.00
H -1.156 -0.439 -0.351 0.4 -0.6 0.1 0.00
H -0.580 -1.053 1.296 -0.9 0.6 -0.5 0.00
H 1.717 -0.794 0.842 -0.7 -0.4 0.0 0.02
H 1.000 -0.292 -2.119 -0.5 0.3 0.4 0.01
H -2.342 -1.708 -0.965 -0.3 0.0 0.1 0.00
H -1.667 -2.961 -0.384 0.1 -0.2 0.4 0.00
O -2.208 -2.644 -1.102 -0.1 -0.1 -0.6 0.00
```
Positions in Å, forces in eV/Å.

---

Question: The lowest total energy belongs to which entry?
Answer: number 4